Here is a gas-phase ion, C4H2FO2 (charge -1) from the Open Molecules 2025 dataset. Energies are from wB97M-V/def2-TZVPD.

```
! wB97M-V def2-TZVPD RIJCOSX def2/J DEFGRID3
* xyz -1 1
C -0.54 -0.31 -0.15
C -2.12 -0.67 -0.81
C -2.87 0.14 0.05
C 0.72 0.25 -0.12
O -2.84 -1.14 0.41
O -3.44 1.13 0.44
F 1.73 0.00 0.75
H -0.77 -0.88 0.84
H 1.02 1.05 -0.82
*
```

Output
* SMILES: [O-]C1=C(/C=C/F)O1
* frontier orbital gap: 7.73 eV
* E_LUMO: 4.229 eV

Here is a molecular structure, C4H2LiO2 from the Open Molecules 2025 dataset. Energies are from wB97M-V/def2-TZVPD.

```
! wB97M-V def2-TZVPD RIJCOSX def2/J DEFGRID3
* xyz 1 1
H 0.71 1.73 0.02
O 3.50 0.26 -0.08
C 2.36 0.47 -0.03
C 1.05 0.70 0.10
C 0.15 -0.43 0.21
H 0.58 -1.44 0.13
C -1.41 -0.44 0.10
O -2.57 -0.40 0.15
Li -4.38 -0.46 -0.59
*
```

Output
* frontier orbital gap: 6.28 eV
* E_LUMO: -4.844 eV

Here is C4H2N2O4 in the gas phase from the Open Molecules 2025 dataset. Energies are from wB97M-V/def2-TZVPD.

```
! wB97M-V def2-TZVPD RIJCOSX def2/J DEFGRID3
* xyz 0 1
C 2.51 0.05 0.19
C 1.03 -0.23 0.04
C -0.07 0.61 0.04
C -1.12 -0.32 -0.02
H 2.98 0.16 1.19
H 0.12 1.79 0.23
N -0.68 -1.50 -0.18
N -2.57 0.08 -0.23
O 3.25 0.33 -0.77
O 0.64 -1.37 -0.01
O -2.77 1.22 -0.12
O -3.32 -0.81 -0.34
*
```

Output
* SMILES: O=Cc1cc([N+](=O)[O-])no1
* frontier orbital gap: 10.46 eV
* E_LUMO: -0.415 eV

Here is C4H2N4 in the gas phase from the Open Molecules 2025 dataset. Energies are from wB97M-V/def2-TZVPD.

```
! wB97M-V def2-TZVPD RIJCOSX def2/J DEFGRID3
* xyz 0 1
C -0.51 -0.88 -0.40
C 1.59 -1.03 0.06
C 0.00 0.51 0.00
C -0.72 1.73 0.18
H -1.64 -2.21 -1.18
H 2.70 -1.41 0.24
N -1.69 -1.17 -0.66
N 0.64 -1.86 -0.26
N 1.29 0.34 0.27
N -0.69 2.93 0.91
*
```

Output
* SMILES: [H]/N=C1\N=CN=C1C#N
* frontier orbital gap: 8.45 eV
* E_LUMO: -2.380 eV

Here is 2 unconnected molecules or ions with the total composition C4H2NO2S from the Open Molecules 2025 dataset. Energies are from wB97M-V/def2-TZVPD.

```
! wB97M-V def2-TZVPD RIJCOSX def2/J DEFGRID3
* xyz -1 1
C -0.60 -1.11 -0.42
C -0.59 2.08 0.35
C 1.44 -1.16 0.81
C -1.46 -0.46 -1.02
N 0.27 -1.74 0.22
O 2.27 -1.94 1.24
O 1.44 0.10 0.82
S -0.51 3.12 -0.83
H -0.04 1.13 0.46
H -2.21 -0.02 -1.62
*
```

Output
* frontier orbital gap (spin up / spin down): 7.95 / 6.11 eV
* E_LUMO (spin up / spin down): 3.076 / 2.044 eV

Here is a gas-phase ion, C4H2NO3 (charge -1) from the Open Molecules 2025 dataset. Energies are from wB97M-V/def2-TZVPD.

```
! wB97M-V def2-TZVPD RIJCOSX def2/J DEFGRID3
* xyz -1 1
C -1.10 0.20 -0.34
C -0.64 0.75 0.79
C -0.12 -0.54 -1.17
C 1.46 -0.43 0.51
N 1.08 -0.74 -0.71
O -0.55 -0.90 -2.31
O 2.55 -0.67 1.02
O 0.57 0.39 1.35
H -2.02 0.45 -0.66
H -1.24 1.47 1.52
*
```

Output
* SMILES: O=c1ccoc([O-])n1
* frontier orbital gap: 8.87 eV
* E_LUMO: 3.961 eV

Here is C4H2O2 in the gas phase from the Open Molecules 2025 dataset. Energies are from wB97M-V/def2-TZVPD.

```
! wB97M-V def2-TZVPD RIJCOSX def2/J DEFGRID3
* xyz 0 1
O 0.92 -2.68 0.42
C 0.51 -1.94 -0.45
C 0.19 -0.54 -0.19
C -0.10 0.60 0.05
C -0.51 1.94 0.45
O -0.01 2.95 0.02
H 0.33 -2.29 -1.48
H -1.33 1.96 1.19
*
```

Output
* SMILES: O=CC#CC=O
* frontier orbital gap: 10.19 eV
* E_LUMO: -0.826 eV

Here is a molecular structure, C4H2O2 from the Open Molecules 2025 dataset. Energies are from wB97M-V/def2-TZVPD.

```
! wB97M-V def2-TZVPD RIJCOSX def2/J DEFGRID3
* xyz 0 1
C -0.72 -1.21 -1.56
C -0.28 -0.97 -0.45
C 0.49 1.47 0.61
C 0.23 -0.50 0.74
O 0.19 2.07 -0.39
O 0.44 -0.85 1.87
H -1.23 -1.67 -2.36
H 0.90 1.67 1.54
*
```

Output
* frontier orbital gap: 8.12 eV
* E_LUMO: -0.571 eV

Here is a molecular structure, C4H2O2Yb from the Open Molecules 2025 dataset. Energies are from wB97M-V/def2-TZVPD.

```
! wB97M-V def2-TZVPD RIJCOSX def2/J DEFGRID3
* xyz 2 3
O -1.49 -1.67 -1.00
C -1.14 -0.64 -0.56
C -0.48 0.66 -0.32
C -1.68 1.24 0.18
H -1.80 1.55 1.22
H -1.60 1.95 -0.79
O 3.03 -1.36 0.33
C 3.62 -2.25 -0.05
Yb 1.55 0.51 0.98
*
```

Output
* frontier orbital gap (spin up / spin down): 7.77 / 8.61 eV
* E_LUMO (spin up / spin down): -9.655 / -10.783 eV
* ⟨S²⟩: 2.0103

Here is C4H2O6 in the gas phase from the Open Molecules 2025 dataset. Energies are from wB97M-V/def2-TZVPD.

```
! wB97M-V def2-TZVPD RIJCOSX def2/J DEFGRID3
* xyz 0 1
C -1.50 0.60 -1.09
C 1.41 0.42 0.90
C -0.03 -0.08 1.13
C -0.65 -0.50 -0.16
O -1.92 -0.08 -2.10
O 2.28 -0.57 1.00
O -1.73 1.70 -0.70
O 1.69 1.55 0.63
O -0.57 -0.07 2.20
O -0.64 -1.61 -0.67
H -1.53 -1.09 -1.95
H 3.19 -0.28 0.82
*
```

Output
* SMILES: O=C(O)C(=O)C(=O)C(=O)O
* frontier orbital gap: 9.19 eV
* E_LUMO: -1.182 eV

Here is a molecular structure, C4H2O6Sm from the Open Molecules 2025 dataset. Energies are from wB97M-V/def2-TZVPD.

```
! wB97M-V def2-TZVPD RIJCOSX def2/J DEFGRID3
* xyz 2 7
O 0.11 -0.82 -2.95
C -0.38 -0.38 -1.88
O -1.35 0.42 -1.89
Sm -1.53 0.25 -4.63
O 0.22 -0.76 -0.71
H -1.31 -0.17 0.52
O 1.02 2.08 2.57
O 1.41 -0.06 2.15
O 0.32 1.14 0.66
C -0.22 -0.22 0.52
C 0.43 -0.89 1.68
C 1.09 1.20 1.76
H 0.17 -1.80 2.21
*
```

Output
* frontier orbital gap (spin up / spin down): 6.65 / 7.26 eV
* E_LUMO (spin up / spin down): -10.571 / -10.570 eV
* ⟨S²⟩: 12.0069

Here is C4H2OS in the gas phase from the Open Molecules 2025 dataset. Energies are from wB97M-V/def2-TZVPD.

```
! wB97M-V def2-TZVPD RIJCOSX def2/J DEFGRID3
* xyz 0 1
C -2.03 -0.43 -0.09
C -0.59 -0.29 0.06
C 0.57 0.04 -0.04
C 1.89 0.47 0.07
H -2.42 -1.45 0.17
H 2.03 1.35 0.77
O -2.71 0.46 -0.55
S 3.26 -0.15 -0.39
*
```

Output
* SMILES: O=CC#CC=S
* frontier orbital gap: 7.82 eV
* E_LUMO: -1.546 eV

no.,largest force on an atom (eV Å⁻¹),total energy (eV)
1,4.594,-10989.17543
2,9.541,-8470.85524
3,9.059,-15343.53490
4,14.192,-10135.29612
5,2.056,-20596.92869
6,4.288,-11814.22183
7,0.590,-8272.19706
8,5.796,-8270.73902
9,5.148,-39780.38709
10,2.881,-16463.95157
11,6.976,-34349.89455
12,2.935,-17059.55963